Entry 1:
Below is a 2-piece molecular cluster, C4H12NO overall, with properties calculated with the ωB97M-V functional and the def2-TZVPD basis.

Element x y z (Å)
1 O -1.7295 1.7671 2.2778
2 N 0.3049 1.2592 0.1891
3 C 0.4008 0.1645 -0.8456
4 C 0.7645 -2.1951 -0.0126
5 C 0.7825 0.5707 -2.0901
6 C -0.2078 -1.1028 -0.4173
7 H 1.4240 -1.9459 0.7980
8 H 0.5330 -0.0697 -2.9152
9 H 1.2519 1.5138 -2.2729
10 H -2.5418 2.2574 2.4396
11 H 0.4676 0.7868 1.0792
12 H -1.4323 1.4238 3.1312
13 H -0.9001 -0.9784 0.4237
14 H -0.6582 1.6690 0.1024
15 H 0.1549 -3.0391 0.3320
16 H 0.8961 2.0138 -0.1119
17 H 1.3001 -2.5634 -0.8782
18 H -0.8104 -1.5315 -1.2293

Summary:
Relative energy (zero: lowest compared OMol25 entry of this formula, charge and spin)   220.51 kJ/mol
HOMO (alpha / beta)   -3.4 / -8.6 eV
Max |F|   2.4 eV/A
Gap between HOMO and LUMO (alpha / beta)   0.148 / 0.328 Eh
Multiplicity   2
Expectation value of S²   0.7525
Calculated total energy   -7876.23095 eV

=====

Entry 2:
Below is a 2-piece molecular cluster, BH2NO5 overall, with properties calculated with the ωB97M-V functional and the def2-TZVPD basis.

Element x y z (Å)
1 O 1.9971 1.3508 -0.4263
2 O 0.8986 -0.6371 0.1296
3 O 4.1981 0.2548 1.0275
4 O 3.9839 -0.6500 -0.9718
5 O -0.3203 1.4219 -0.2340
6 N 3.8692 -0.0409 -0.0201
7 B 0.8689 0.7276 -0.1841
8 H -1.0991 0.9162 -0.0128
9 H 0.0290 -1.0299 0.2109

Summary:
Relative energy (zero: lowest compared OMol25 entry of this formula, charge and spin)   183.34 kJ/mol
HOMO (alpha / beta)   -11.3 / -9.4 eV
Max |F|   4.3 eV/A
Gap between HOMO and LUMO (alpha / beta)   0.375 / 0.267 Eh
Calculated total energy   -12434.14751 eV

=====

Entry 3:
Below is a 4-piece molecular cluster, C20H14NO18PS overall, with properties calculated with the ωB97M-V functional and the def2-TZVPD basis.

Element x y z (Å)
1 S -4.6860 -3.3133 -4.5387
2 P -5.0888 -1.7206 -3.4918
3 O -8.2203 -0.7238 -2.1562
4 O 3.0133 -1.3539 3.5777
5 O -8.3055 -2.3110 -3.8429
6 O 5.5829 2.2893 4.9382
7 O -2.1109 -2.6901 3.5414
8 O -7.9106 -1.8750 -5.0632
9 O 2.7746 2.5385 -2.3755
10 O -0.6047 -3.5394 5.6476
11 O -2.3597 1.2314 -2.4235
12 O 6.3871 -0.2330 4.2990
13 O 1.2596 3.4628 -4.4424
14 O -5.3986 -0.4314 -4.5658
15 O -0.8624 0.3815 -0.3111
16 O 4.9656 0.1465 -0.1735
17 O -3.6410 -1.2985 -2.6523
18 O 1.4914 -0.4343 1.5191
19 O 4.2428 2.7001 0.4463
20 O -6.2976 -1.9626 -2.3011
21 N -9.0379 0.3780 -5.8320
22 C -0.9380 -2.3579 3.5397
23 C 0.9986 1.4422 -1.2813
24 C -0.3565 -1.5317 2.4756
25 C 1.2478 -2.4663 4.6751
26 C -0.5944 2.3780 -3.4883
27 C 5.1494 0.6328 1.0891
28 C -8.6711 -0.6661 -5.3255
29 C 4.8849 2.5642 2.7101
30 C 1.8328 -1.6602 3.5987
31 C 4.7190 2.0361 1.3515
32 C -0.0464 -2.7930 4.6528
33 C -7.6082 -1.6444 -2.7752
34 C -1.1822 1.5588 -2.4238
35 C 5.8809 0.4190 3.4023
36 C 5.6934 -0.1181 2.0497
37 C 1.5926 2.2412 -2.3585
38 C 0.9362 -1.2028 2.5006
39 C 5.4255 1.8120 3.6710
40 C -0.2968 1.1227 -1.3070
41 C 0.7010 2.7006 -3.4614
42 H -1.0170 -1.2080 1.6829
43 H 4.5594 0.8802 -0.6786
44 H 1.6520 1.1298 -0.4779
45 H -1.8033 0.2841 -0.5609
46 H -5.1546 0.4378 -4.1624
47 H 2.4338 -0.3415 1.7649
48 H 2.2018 3.5537 -4.1962
49 H 6.0122 -1.1369 1.8734
50 H -1.2518 2.7027 -4.2837
51 H -3.1021 -0.7302 -3.2648
52 H 5.9946 1.5589 5.4415
53 H -1.5454 -3.6395 5.4005
54 H 1.9063 -2.7769 5.4754
55 H 4.5522 3.5775 2.8914

Summary:
HOMO   -9.6 eV
Max |F|   6.7 eV/A
Gap between HOMO and LUMO   0.275 Eh
Calculated total energy   -79429.96786 eV
SMILES string   N#COOC(=O)OP(O)(O)=S.O=C1C=C(O)C(=O)C=C1O.O=C1C=C(O)C(=O)C=C1O.O=C1C=C(O)C(=O)C=C1O

=====

Entry 4:
Below is C22H17N4O4RuS as an isolated structure, with properties calculated with the ωB97M-V functional and the def2-TZVPD basis.

Element x y z (Å)
1 Ru 1.0136 0.9801 -0.1830
2 S 0.6732 3.0987 -1.4673
3 O 1.7872 3.0701 -0.4213
4 O 0.6623 4.2098 -2.3368
5 O -0.5509 2.8232 -0.6643
6 O 0.9280 1.7331 -2.1580
7 N -9.0670 -0.5997 -3.2756
8 N -2.8314 -0.6645 -0.6404
9 N -0.8144 -0.0411 -0.1085
10 N 3.0760 0.6808 -0.8495
11 C 3.3462 0.4899 3.3310
12 C -8.0080 -0.6032 -2.8324
13 C 1.7347 0.6572 1.5890
14 C -6.6793 -0.6112 -2.2726
15 C 4.8264 -0.9994 -1.0799
16 C 5.6765 -1.9515 -0.5388
17 C 3.9644 -0.2967 -0.2576
18 C -1.0170 -1.3173 0.3936
19 C -4.1548 -0.6404 -1.2015
20 C 1.2109 1.5543 3.7638
21 C -5.5901 -0.2731 -3.0697
22 C -5.2295 -0.9720 -0.3927
23 C 4.7922 -1.4814 1.6435
24 C 3.0057 0.2251 2.0113
25 C 0.8417 1.3209 2.4521
26 C -6.5012 -0.9625 -0.9362
27 C 5.6565 -2.1930 0.8278
28 C -4.3144 -0.2950 -2.5327
29 C 3.9312 -0.5186 1.1199
30 C 2.4677 1.1398 4.1911
31 C -2.2695 -1.7101 0.0669
32 C -1.9362 0.3219 -0.7206
33 H -5.0699 -1.2213 0.6480
34 H -3.4496 -0.0615 -3.1397
35 H 6.3060 -2.9425 1.2582
36 H -2.1048 1.2733 -1.1973
37 H -5.7427 -0.0080 -4.1064
38 H -2.8069 -2.6241 0.2465
39 H 4.3270 0.2121 3.6930
40 H 4.8396 -0.7985 -2.1447
41 H 0.5336 2.0639 4.4346
42 H 2.7779 1.3371 5.2086
43 H 3.3961 1.6471 -0.7356
44 H -0.2569 -1.8420 0.9452
45 H -7.3592 -1.2167 -0.3298
46 H 2.9958 0.5340 -1.8538
47 H 6.3478 -2.5012 -1.1839
48 H -0.1267 1.6735 2.1037
49 H 4.7622 -1.6991 2.7028

Summary:
Relative energy (zero: lowest compared OMol25 entry of this formula, charge and spin)   17.07 kJ/mol
HOMO (alpha / beta)   -12.2 / -12.3 eV
Max |F|   0.2 eV/A
Gap between HOMO and LUMO (alpha / beta)   0.311 / 0.227 Eh
Multiplicity   5
Total charge   +1
Expectation value of S²   6.0397
Calculated total energy   -50649.00996 eV

=====

Entry 5:
Below is a 4-piece molecular cluster, C49H108F3O3P3S overall, with properties calculated with the ωB97M-V functional and the def2-TZVPD basis.

Element x y z (Å)
1 S -0.8278 -0.2424 1.3164
2 P -1.6646 1.3643 -3.3122
3 P -0.9954 -5.0351 1.6210
4 P 2.5781 3.5005 1.3046
5 F -2.3970 1.8114 1.8534
6 F -1.5247 0.9428 3.7600
7 F -3.0451 -0.1401 2.6741
8 O -0.3668 -1.3251 2.1484
9 O -1.5861 -0.5882 0.0921
10 O 0.2406 0.6433 0.8453
11 C 4.3786 1.8588 -0.2587
12 C 3.0298 0.4150 4.1461
13 C -2.0040 0.6870 2.4931
14 C -4.2169 -1.7243 -4.3352
15 C -1.9371 -3.8538 0.6820
16 C -2.6202 3.8787 -2.2976
17 C 2.3483 1.0722 2.9538
18 C 1.1852 0.7185 -3.2036
19 C 3.7943 7.4824 2.4113
20 C -1.3384 4.8243 2.7768
21 C 0.3177 4.9467 -6.8012
22 C -3.4713 -4.1859 0.8445
23 C -3.4362 -0.4258 -4.5931
24 C -0.5866 -7.9610 1.4840
25 C 6.8815 1.9830 -0.8382
26 C -0.4833 3.2141 -5.2906
27 C -1.4100 -5.0956 3.4405
28 C -2.9801 2.3600 -2.5252
29 C -2.3270 -0.2876 -3.5305
30 C 1.4312 -0.7922 -2.9656
31 C 5.2090 7.2731 3.0787
32 C 0.1204 4.1652 2.7930
33 C -4.1835 -3.4973 -0.3202
34 C 5.5455 2.7227 -0.8418
35 C 0.7732 -8.2672 0.9645
36 C -3.8023 -4.0474 -1.7306
37 C -1.6613 -3.7794 4.1114
38 C 2.9339 6.2083 2.3222
39 C 1.2311 -9.6033 1.5593
40 C 3.1577 -4.7804 -1.6580
41 C 3.0064 2.4488 -0.1333
42 C 1.3030 -4.7902 0.0040
43 C -3.1073 -3.6994 4.6978
44 C 1.0782 -1.2957 -1.5340
45 C 2.3580 -0.8176 4.7496
46 C -3.9703 4.2640 -0.0648
47 C -3.3735 -2.2916 5.1476
48 C 2.9645 2.5015 2.8135
49 C -1.2693 -6.7240 0.8840
50 C -0.6381 3.7622 -6.6541
51 C -1.3938 1.9551 -5.0283
52 C -5.5698 -1.6824 -5.1434
53 C -2.5739 4.3273 -0.8526
54 C 2.7543 -4.9503 -0.2488
55 C -1.2166 6.3224 2.5173
56 C -0.0699 1.4247 -2.4761
57 C 0.8091 3.8690 1.3309
58 C 0.7925 -4.5656 1.4923
59 C 3.5993 5.0609 1.3713
60 H 6.9664 1.0402 -1.3785
61 H -3.0529 -3.5422 -2.3400
62 H -1.2854 -6.8212 -0.2015
63 H 1.9292 -1.5083 4.0235
64 H 2.6667 2.9486 -1.0405
65 H 4.0656 -5.3490 -1.8592
66 H -0.8148 3.9559 -4.5641
67 H -1.6739 -4.1199 -0.3418
68 H -1.8587 4.7000 3.7265
69 H 7.0910 1.8410 0.2220
70 H -4.3126 3.2291 -0.0574
71 H 2.4866 -0.8547 -3.2307
72 H 1.3256 -5.1483 2.2436
73 H -4.1054 0.4164 -4.4172
74 H -5.5031 -1.1306 -6.0811
75 H -2.2398 5.3638 -0.8979
76 H -3.8160 -2.4719 -0.3590
77 H 3.1174 -1.3477 5.3244
78 H 3.0971 -5.9289 0.0872
79 H 5.0434 7.0269 4.1276
80 H 0.8568 -3.5217 1.7991
81 H 1.4734 -0.7449 -0.6804
82 H 2.3776 -5.2058 -2.2895
83 H 1.5212 -7.4761 0.9102
84 H 2.7181 3.1896 3.6222
85 H -0.0011 -1.4056 -1.4280
86 H 0.8887 -10.4645 0.9856
87 H -0.4822 3.0812 -7.4907
88 H -2.9808 1.8977 -1.5380
89 H -3.3739 4.5402 -2.7248
90 H -0.4607 6.6609 3.2260
91 H 3.1217 8.0185 3.0808
92 H 1.3369 4.6673 -6.5343
93 H -3.5652 -2.4956 -4.7456
94 H -4.5109 -2.0062 -3.3242
95 H 0.9127 -1.4259 -3.6851
96 H 1.2537 0.8936 -4.2773
97 H -5.2553 -3.4231 -0.1358
98 H -0.9758 -3.5527 4.9279
99 H 4.0433 0.1370 3.8566
100 H 5.8064 8.1650 2.8897
101 H -3.2589 -0.3018 -5.6614
102 H 3.7373 5.4851 0.3768
103 H -1.2350 -8.8289 1.3639
104 H 0.1616 2.4767 -2.3094
105 H -3.5130 -5.0931 -1.6260
106 H 2.0989 1.1258 -2.7706
107 H -3.9323 -3.6580 1.6793
108 H -1.2166 1.1071 -5.6898
109 H 1.9380 6.3803 1.9139
110 H 4.0380 2.4761 3.0003
111 H 0.6143 4.6539 0.6001
112 H 1.5751 -2.2646 -1.4870
113 H 2.3822 1.5563 -0.0895
114 H 0.7182 4.8605 3.3823
115 H -2.0545 4.2358 2.2033
116 H -0.5563 -5.6674 3.8044
117 H 2.8520 5.8431 3.3459
118 H 0.8625 -3.9469 -0.5278
119 H 4.6668 1.2112 0.5694
120 H 2.5781 0.4884 2.0624
121 H -1.5925 -1.0332 -3.8351
122 H 0.0286 3.2288 3.3434
123 H -4.7390 -3.9251 -2.2744
124 H 2.3105 -9.7360 1.4867
125 H -5.9487 -2.6961 -5.2732
126 H 0.5745 -8.5049 -0.0805
127 H -4.7023 4.8005 -0.6685
128 H -2.2816 -6.8612 1.2641
129 H -2.4348 2.0489 -5.3376
130 H 5.3126 3.1592 -1.8130
131 H -1.7431 3.7770 -0.4109
132 H -0.7102 6.6173 1.5983
133 H 3.1706 1.2121 4.8760
134 H 3.4443 -3.7665 -1.9369
135 H 4.1557 1.0342 -0.9358
136 H -2.1331 -5.8747 3.6818
137 H 0.5472 3.0036 -5.0046
138 H 5.7841 6.4386 2.6775
139 H 0.4890 2.8921 0.9687
140 H 7.6565 2.5747 -1.3254
141 H -6.4468 -1.2115 -4.6993
142 H -1.6638 4.1175 -6.7534
143 H 1.0407 -9.6392 2.6319
144 H -0.3072 1.0076 -1.4974
145 H -3.6958 -5.2466 0.9567
146 H -3.2988 -4.3947 5.5151
147 H 1.5388 -0.6078 5.4373
148 H -0.5302 -7.9988 2.5719
149 H 3.8282 8.0383 1.4743
150 H -2.6107 -1.8491 5.7882
151 H -1.7347 -2.8344 1.0107
152 H -3.4896 -1.6918 4.2449
153 H -3.8694 2.2345 -3.1427
154 H 0.2756 5.1837 -7.8643
155 H -1.6560 4.0516 -2.7755
156 H -1.6618 -2.9891 3.3607
157 H 1.2703 1.0839 3.1142
158 H -2.5212 -0.6727 -2.5295
159 H 5.6088 3.5891 -0.1834
160 H -3.9009 4.6340 0.9581
161 H -2.0588 6.9318 2.8449
162 H 3.1878 -4.1848 0.3946
163 H -3.7066 -4.0494 3.8573
164 H -0.0854 5.7732 -6.2159
165 H 0.9088 -5.6359 -0.5596
166 H -4.2455 -2.2146 5.7970
167 H 4.5746 4.6581 1.6445

Summary:
Relative energy (zero: lowest compared OMol25 entry of this formula, charge and spin)   0.71 kJ/mol
HOMO   -13.9 eV
Max |F|   3.0 eV/A
Gap between HOMO and LUMO   0.384 Eh
Total charge   +2
Calculated total energy   -105548.07246 eV

=====

Entry 6:
Below is a 2-piece molecular cluster, C16H21Cl4N2O2P overall, with properties calculated with the ωB97M-V functional and the def2-TZVPD basis.

Element x y z (Å)
1 Cl -1.6943 -2.7058 1.5641
2 Cl -0.1108 -0.9174 3.7040
3 Cl -5.5381 1.0904 1.3774
4 Cl -3.9806 -1.1749 -0.0734
5 P 0.3448 -0.8030 -0.6260
6 O -1.8476 1.1024 4.8696
7 O -4.2232 2.0461 3.7993
8 N 1.6142 -0.1213 0.2451
9 N 0.0175 0.6576 -1.3943
10 C 3.9122 -1.0145 -0.1339
11 C -3.3638 -0.5196 1.3545
12 C 2.7200 -0.9591 0.8285
13 C 0.9677 1.6116 -1.0391
14 C -1.5908 -0.4471 3.0658
15 C -0.7573 0.7630 -2.6652
16 C -4.0991 0.4456 2.0042
17 C -2.2941 0.5887 3.8034
18 C -1.6404 -0.4630 -2.7833
19 C 3.1767 -0.3101 2.1280
20 C -3.6159 1.1476 3.2559
21 C -1.9233 -0.8795 1.7066
22 C 0.1857 0.8412 -3.8722
23 C -1.6030 2.0273 -2.6125
24 C 1.8313 1.1658 -0.1484
25 C 2.1846 -2.3544 1.0867
26 H 0.8202 -0.0627 -3.9183
27 H -2.2631 2.0610 -3.4897
28 H 2.9738 -2.9393 1.5620
29 H -2.2570 -0.3666 -3.6769
30 H -1.1577 -0.6184 0.9393
31 H 1.3210 -2.3354 1.7548
32 H 2.3145 -0.1847 2.8000
33 H 4.6899 -1.6534 0.2920
34 H -0.4033 0.8711 -4.7946
35 H 4.3353 -0.0284 -0.3246
36 H 0.8334 1.7197 -3.8406
37 H 0.9278 2.5992 -1.5352
38 H 1.9217 -2.8634 0.1440
39 H 3.6064 -1.4599 -1.0972
40 H 3.9052 -0.9682 2.6160
41 H 2.7005 1.7263 0.2753
42 H 3.6315 0.6718 1.9569
43 H -1.0418 -1.3863 -2.8913
44 H -2.2365 2.0193 -1.7100
45 H -2.3077 -0.5557 -1.9223
46 H -0.9863 2.9366 -2.5843

Summary:
Relative energy (zero: lowest compared OMol25 entry of this formula, charge and spin)   0.00 kJ/mol
HOMO   -6.3 eV
Max |F|   3.2 eV/A
Gap between HOMO and LUMO   0.168 Eh
Calculated total energy   -83384.38573 eV

=====

Entry 7:
Below is the molecule C11H11NO2S, with properties calculated with the ωB97M-V functional and the def2-TZVPD basis.

Element x y z (Å)
1 S 0.1221 3.1658 -0.4870
2 O -1.2075 0.9557 -0.2941
3 O -0.8787 -0.8936 0.9452
4 N 1.5616 0.7845 1.8555
5 C 4.4321 -0.7317 0.1384
6 C -3.9913 -0.2073 0.2672
7 C 2.7806 -0.1321 -1.5192
8 C -2.7988 -0.7526 -0.5225
9 C 2.4075 0.3363 0.8445
10 C 2.0408 0.3354 -0.4821
11 C 4.0097 -0.7042 -1.1813
12 C 3.6548 -0.2091 1.1592
13 C -0.0757 1.5543 0.1938
14 C 0.4301 1.2669 1.5555
15 C -1.5247 -0.2892 0.1310
16 H -4.9178 -0.6028 -0.1401
17 H -3.9168 -0.5016 1.3115
18 H -2.8308 -0.3858 -1.5485
19 H -4.0206 0.8780 0.2084
20 H 1.3397 3.3640 0.0269
21 H -0.2262 1.5048 2.3892
22 H 5.3894 -1.1700 0.3786
23 H 4.6258 -1.1333 -1.9591
24 H -2.8103 -1.8422 -0.5177
25 H 2.4446 -0.0916 -2.5439
26 H 3.9845 -0.2184 2.1862

Summary:
Relative energy (zero: lowest compared OMol25 entry of this formula, charge and spin)   473.88 kJ/mol
HOMO (alpha / beta)   -8.4 / -7.7 eV
Max |F|   2.9 eV/A
Gap between HOMO and LUMO (alpha / beta)   0.306 / 0.283 Eh
Calculated total energy   -28002.06946 eV

=====

Entry 8:
Below is C12H13ClO2Sr as an isolated structure, with properties calculated with the ωB97M-V functional and the def2-TZVPD basis.

Element x y z (Å)
1 Sr -1.0590 -0.7952 1.7797
2 Cl -0.3072 -3.3332 1.8696
3 O -1.4014 1.3376 3.0890
4 O 0.3790 0.0565 3.5926
5 C -0.3536 1.0998 3.8006
6 C -1.3969 0.0603 -1.6429
7 C 3.0002 -0.7354 -1.1401
8 C 3.3642 0.3341 -0.2609
9 C -3.0555 0.3822 -0.0845
10 C -1.9698 -1.2032 -1.3598
11 C 2.6523 1.4985 -0.6668
12 C 1.8478 1.1546 -1.7966
13 C 0.0369 2.0444 4.8925
14 C -2.0375 1.0353 -0.8436
15 C 2.0629 -0.2220 -2.0913
16 C -3.0171 -1.0080 -0.4050
17 H 1.1918 1.8243 -2.3462
18 H 3.3857 -1.7476 -1.0929
19 H -3.7846 0.8707 0.5648
20 H -1.7205 -2.1419 -1.8534
21 H 2.6667 2.4689 -0.1768
22 H 1.5615 -0.8021 -2.8538
23 H -1.8120 2.1013 -0.8544
24 H 0.0889 3.0774 4.5535
25 H 4.1090 0.2801 0.5309
26 H -0.6646 0.2612 -2.4252
27 H -0.6802 1.9977 5.7165
28 H 1.0093 1.7483 5.2821
29 H -3.7084 -1.7645 -0.0399

Summary:
Relative energy (zero: lowest compared OMol25 entry of this formula, charge and spin)   0.00 kJ/mol
HOMO   -0.1 eV
Max |F|   2.5 eV/A
Gap between HOMO and LUMO   0.174 Eh
Total charge   -2
Calculated total energy   -30110.82249 eV